(1)
16
Properties=species:S:1:pos:R:3 method="wB97M-V/def2-TZVPD" homo_lumo_gap_ev=8.4 de_lowest_kcal_mol=32.51 total_charge=-1
H 0.236 -2.170 0.740
O -3.135 1.370 0.774
H -0.545 1.521 -1.449
C -1.628 1.356 -1.175
H -1.999 0.609 -1.783
H -2.272 2.143 -1.467
O 1.322 0.065 -0.382
C -1.977 1.171 0.316
H 0.960 -2.577 -0.817
H 2.012 -2.787 0.798
C 1.341 -2.302 0.199
H -1.256 -0.069 1.653
O 3.196 -1.001 -0.373
N -0.934 0.556 0.936
C 1.991 -0.949 -0.153
H -0.017 0.312 0.492

***

(2)
89
Properties=species:S:1:pos:R:3 method="wB97M-V/def2-TZVPD" multiplicity=2 homo_lumo_gap_ev="6.0 / 6.3" s2=0.777 total_charge=+1
C 0.413 2.660 2.095
C 0.532 0.000 -0.263
C 0.177 -2.364 -2.742
H 3.229 -0.275 -2.522
C 0.347 1.591 2.979
H -7.208 -0.198 0.461
C 1.517 3.501 2.114
C 3.940 0.323 0.735
H -0.152 -6.045 3.105
C 1.582 -1.899 -5.090
H -1.897 0.797 5.047
C 3.178 0.091 -0.412
H 2.126 -1.713 -6.009
C 1.742 0.042 -0.331
H -6.147 -0.867 -1.700
H 1.338 0.528 4.566
C 0.024 4.178 -0.632
H 1.673 -3.840 -2.317
H -0.364 -2.547 -1.825
C -1.318 3.835 -0.557
C 1.387 1.370 3.878
C -2.038 -3.084 0.209
H 0.759 3.457 -0.971
C -0.296 -2.353 1.497
C 0.395 5.470 -0.281
C 0.445 -1.159 -4.800
H 3.405 3.957 3.039
H -2.789 -2.868 -0.535
H -1.208 0.492 -3.501
C -3.968 0.202 1.239
H 2.924 -3.437 -4.415
C -0.126 -3.604 2.050
C -0.950 -4.651 1.664
F 7.924 -0.299 -1.782
H -0.525 -0.271 3.426
H 3.436 0.501 1.678
H 5.915 0.504 1.555
C -5.552 -0.561 -0.848
C -2.899 0.574 2.211
C 7.453 0.099 -0.590
O -3.204 0.936 3.430
H 0.665 -3.757 2.775
C 5.209 -0.102 -1.700
C -2.231 4.795 -0.148
F 7.958 -0.726 0.347
C -5.327 0.218 1.420
C 1.325 -3.095 -3.022
H -2.621 -1.882 -4.711
C -1.923 -4.363 0.707
C -1.758 6.061 0.177
C 2.486 2.219 3.906
F 7.954 1.324 -0.343
H -1.770 -6.450 2.501
H -2.450 6.838 0.489
H 1.439 5.772 -0.331
N -3.424 -0.175 0.093
N -2.056 -0.634 -2.006
N -0.469 6.407 0.122
C 2.551 3.288 3.021
C -0.864 0.710 3.091
C -6.129 -0.188 0.353
C 2.028 -2.867 -4.196
H 0.112 -0.387 -5.491
H 1.566 4.339 1.427
Se -1.947 2.145 -1.177
C 5.953 0.107 -0.551
N -1.673 0.492 1.868
H -2.911 -0.157 -5.011
C -4.174 -0.527 -0.937
H -1.852 2.341 4.173
H -5.747 0.547 2.362
C -0.265 -1.391 -3.625
H -0.394 2.831 1.389
C -3.322 -0.739 -2.127
C -0.798 -6.036 2.228
Cr -1.428 -0.047 -0.136
O -3.843 -0.918 -3.319
H 5.711 -0.263 -2.644
H 3.285 2.048 4.619
H -3.288 4.568 -0.093
C -1.488 -0.552 -3.367
C -2.703 -0.903 -4.253
H -0.362 -6.700 1.476
C 3.823 -0.109 -1.632
H -2.590 -5.137 0.342
C -1.919 1.263 4.070
H 0.367 -1.535 1.748
N -1.246 -2.073 0.595
C 5.321 0.329 0.665

***

(3)
103
Properties=species:S:1:pos:R:3 method="wB97M-V/def2-TZVPD" homo_lumo_gap_ev=6.4 de_lowest_kcal_mol=64.68 total_charge=+1
H -0.962 -1.566 -0.573
O 0.323 -0.531 -4.706
C -1.901 -0.684 -5.334
C -0.701 5.896 -3.832
H -0.343 -3.808 3.356
C 1.501 4.912 -2.993
H 1.522 -0.164 2.230
O 3.500 -0.057 5.873
H 0.604 0.187 -1.622
H 4.522 2.927 -2.042
C 0.722 5.848 -3.878
H 5.904 1.986 5.656
H 5.769 0.771 8.172
C 3.177 0.980 -4.235
C 0.819 3.715 -2.401
C 1.137 0.048 -0.713
N 1.309 -1.376 -0.308
C 4.730 2.008 5.618
C -3.093 -1.537 -5.975
C -1.384 -3.227 -6.608
H 4.074 0.760 8.453
O -3.647 -3.572 -7.020
H 0.845 -1.596 2.692
O 1.470 2.907 -1.728
C -0.562 3.601 -2.588
C -4.206 -0.579 1.701
H -3.819 -2.788 4.115
H -2.103 0.262 -4.800
H -5.196 -0.626 -2.131
C 1.712 -2.011 -1.514
H 0.980 -1.791 -2.374
H -3.733 -0.455 2.670
O 2.798 4.991 -2.778
C -3.640 -0.093 -0.785
H -1.528 -5.355 3.329
H 2.343 1.786 -4.383
O -6.062 -1.795 2.258
C 1.730 -1.058 2.214
C 2.261 -1.535 0.878
H -1.016 -4.145 -7.149
H -7.221 -2.126 0.402
H 2.517 -2.501 0.843
H -0.466 -1.199 0.828
O -2.763 -3.253 1.799
O 0.961 -2.791 -6.088
O -2.715 4.566 -3.454
O -2.884 0.280 -1.653
H 0.467 2.744 5.056
H 5.884 2.295 -2.714
H -2.980 4.753 -4.303
C -0.548 -1.105 -5.252
C 4.749 0.575 7.809
H 0.709 0.725 0.047
C -5.429 -1.184 1.428
C -4.888 -0.729 -1.098
H 3.168 -0.999 0.557
O -0.757 0.832 3.310
C -0.882 -0.579 5.066
H -2.644 -3.458 4.837
H 2.578 -1.383 -1.978
C -3.264 0.080 0.599
H 2.625 0.152 -3.827
O 2.793 -1.205 3.173
C -0.090 -1.777 0.046
C -1.067 -4.437 2.893
C -0.347 -2.413 -5.968
C -3.306 -3.653 4.066
H -0.137 -0.766 5.804
H -0.789 -1.164 4.312
O -4.392 -1.098 -5.930
C -1.356 4.701 -3.389
C 4.914 2.390 -2.936
H 2.084 -3.114 -1.364
H 3.720 0.921 -5.149
O -2.201 0.839 0.871
C -5.810 -1.252 0.037
H 1.229 -3.568 -6.498
H 4.636 -0.352 8.274
H 4.377 2.016 4.630
C -0.835 0.838 4.553
C 4.071 1.216 -3.076
H -0.267 1.762 6.385
H -3.764 -4.518 4.341
O 4.321 0.270 -2.274
H -0.483 -4.687 2.035
H -4.713 -1.771 -6.488
H 2.085 0.395 -0.905
H 4.193 2.793 6.066
C -2.447 -3.767 2.939
C 4.290 0.760 6.296
H -1.854 -0.747 5.531
H -1.451 2.558 5.644
O -1.302 6.806 -4.400
C -2.799 -2.813 -6.564
H 2.412 -0.854 4.070
C -0.549 2.053 5.427
H -1.254 2.811 -2.218
O -7.048 -1.700 -0.357
H 5.054 3.037 -3.829
H 1.258 6.719 -4.186
H 3.102 5.847 -2.856
H -0.213 -2.900 0.234
H -2.136 0.896 1.802

***

(4)
58
Properties=species:S:1:pos:R:3 method="wB97M-V/def2-TZVPD" homo_lumo_gap_ev=9.9
H -4.194 4.627 -4.584
H -3.261 1.480 -0.068
H -0.878 2.036 1.163
S 3.590 -1.656 -3.164
C 0.529 1.415 3.299
C -1.163 1.123 0.628
C 4.843 -0.118 0.259
O 2.559 0.595 -0.446
H -2.288 -1.756 2.256
H -1.276 -3.507 2.566
O -2.960 0.532 2.178
O 2.886 0.973 2.417
C 0.866 -3.569 2.281
C -2.226 1.547 -0.420
H 5.212 0.258 1.220
C 1.685 1.643 2.323
Br -1.271 -2.952 -0.982
H -2.054 2.612 -0.615
H 2.313 0.320 -3.736
O 1.066 -0.463 -1.626
Cl -0.851 1.784 -2.756
H -3.020 0.986 -2.325
H 3.833 0.675 -2.850
N -3.391 1.594 -4.553
H -0.263 0.791 0.096
H 1.000 -4.599 2.647
H 0.153 -1.706 0.697
C 3.299 -0.341 0.350
C -0.792 -2.240 0.801
H 0.928 1.395 4.323
H -0.154 2.267 3.278
H 1.053 -2.927 3.149
H 1.637 -3.443 1.509
O -5.143 0.231 0.915
H -1.777 -0.203 -1.727
H 5.117 0.576 -0.538
C 2.115 0.052 -1.616
O -3.154 -1.261 0.534
H -2.441 4.573 -4.313
H -0.733 -4.385 1.137
H -3.092 4.389 -5.954
C -1.934 -1.339 1.291
O -4.705 -1.297 2.578
O 1.564 2.456 1.500
H 2.489 -2.450 -3.120
C -3.334 2.715 -4.708
C -3.261 4.165 -4.902
S -0.441 -0.119 3.066
C -1.651 0.139 1.696
C -0.570 -3.479 1.727
H 3.621 -0.919 2.366
H 3.093 -1.354 -0.033
C 2.872 -0.325 1.826
C 2.941 0.045 -2.887
C -2.085 0.842 -1.789
S -4.112 -0.466 1.591
H 5.291 -1.109 0.118
H 1.917 -0.853 1.931

***

Computed values of DFT total energy (unit: hartree) for the preceding records, in sequence: -437.753670, -5828.550130, -2696.633011, -5549.330713.